(1)
Entry from the Open Molecules 2025 dataset: C14H32N4O6Tl as an isolated structure in a non-equilibrium geometry (ωB97M-V/def2-TZVPD).

XYZ file:
```
57
Properties=species:S:1:pos:R:3
Tl 0.670 -0.324 -0.339
O -1.078 -0.874 2.028
C -0.929 -2.172 2.319
C 0.565 -2.819 2.370
O 1.329 -2.664 1.280
H -1.548 -2.724 1.604
H -1.379 -2.393 3.294
H 0.380 -3.879 2.569
H 1.017 -2.473 3.305
C -4.063 1.979 -0.939
C -3.104 1.083 -0.158
O -1.910 1.140 -0.413
N -3.589 0.219 0.758
C -4.957 0.023 1.175
H -4.780 2.443 -0.262
H -4.556 1.380 -1.705
H -3.562 2.791 -1.460
H -2.931 -0.406 1.203
H -5.361 -0.946 0.872
H -5.638 0.787 0.807
H -5.055 0.025 2.262
C -3.293 -3.058 -0.950
C -2.445 -2.326 -1.965
O -1.339 -1.912 -1.618
N -2.990 -2.151 -3.174
C -2.287 -1.554 -4.324
H -2.808 -3.937 -0.528
H -4.284 -3.334 -1.310
H -3.405 -2.357 -0.121
H -3.942 -2.434 -3.331
H -1.904 -2.375 -4.929
H -1.416 -0.990 -3.999
H -3.006 -0.924 -4.840
C 4.246 2.963 -0.949
C 2.849 2.912 -1.555
O 2.151 1.915 -1.403
N 2.437 4.049 -2.141
C 1.183 4.254 -2.809
H 4.154 3.028 0.138
H 4.813 3.843 -1.246
H 4.739 1.998 -1.048
H 3.055 4.832 -2.009
H 0.382 3.640 -2.401
H 1.330 3.947 -3.848
H 0.883 5.299 -2.793
C 5.106 0.775 2.145
C 3.786 0.004 1.913
O 3.035 0.399 1.009
N 3.496 -1.092 2.599
C 4.146 -1.573 3.813
H 5.365 1.311 1.239
H 5.910 0.066 2.347
H 4.973 1.462 2.979
H 2.700 -1.615 2.254
H 4.803 -2.382 3.483
H 3.369 -2.047 4.413
H 4.688 -0.833 4.392
```

Properties
E_tot	-37967.5162	eV
frontier orbital gap	5.0	eV
net charge	+1



(2)
Entry from the Open Molecules 2025 dataset: C14H32N6O6SY as an isolated structure in a non-equilibrium geometry (ωB97M-V/def2-TZVPD).

XYZ file:
```
60
Properties=species:S:1:pos:R:3
O 0.614 -1.164 -5.149
H 0.595 -0.612 -5.957
Y 0.084 -0.381 -3.085
N 0.423 2.416 0.476
N 1.474 1.226 -1.741
N -1.352 -1.195 -1.179
N -0.028 -2.676 -2.953
O -0.564 3.209 0.741
O -2.097 -0.640 -0.156
O -0.027 -3.256 -4.171
O 2.067 0.624 -2.766
C 2.172 2.247 -1.157
C 1.561 2.945 -0.106
C -1.320 -2.532 -1.010
C -0.592 -3.349 -1.952
C 1.915 4.359 0.259
H 2.655 4.421 1.099
H 0.960 4.846 0.518
H 2.372 4.835 -0.634
C 3.479 2.625 -1.754
H 3.397 3.024 -2.775
H 4.127 1.743 -1.792
H 3.958 3.383 -1.144
C -1.993 -3.257 0.107
C -0.639 -4.828 -2.046
H -2.525 -2.576 0.784
H -1.218 -3.822 0.669
H -2.725 -3.985 -0.296
H -0.066 -5.172 -2.915
H -1.677 -5.149 -2.170
H -0.240 -5.298 -1.148
H -2.454 0.274 -0.348
H 0.155 -2.272 -4.845
C -1.764 0.748 -3.867
H -1.608 1.736 -3.404
H -2.562 0.145 -3.396
H -1.750 0.658 -4.990
O -2.980 1.700 0.354
H -3.705 2.393 0.316
H -2.152 2.252 0.483
C -1.620 1.683 3.232
N -0.337 1.012 3.390
C 0.557 1.595 4.377
C 0.204 0.237 2.407
S 0.294 0.688 0.732
N 0.686 -0.979 2.670
C 0.568 -1.561 4.008
C 1.274 -1.832 1.626
H -1.947 1.944 4.244
H -2.349 1.009 2.754
H -1.477 2.599 2.642
H -0.056 1.857 5.241
H 1.345 0.891 4.668
H 1.007 2.510 3.973
H 0.419 -2.643 3.906
H 1.479 -1.367 4.593
H -0.294 -1.113 4.513
H 0.527 -2.101 0.852
H 2.127 -1.324 1.142
H 1.624 -2.749 2.130
```

Properties
E_tot	-48128.1267	eV
frontier orbital gap (alpha / beta)	6.0 / 6.0	eV
net charge	+1



(3)
Entry from the Open Molecules 2025 dataset: C14H32N6O7Pt as an isolated structure in a non-equilibrium geometry (ωB97M-V/def2-TZVPD).

XYZ file:
```
60
Properties=species:S:1:pos:R:3
O -0.961 -0.906 -4.950
H -1.248 -0.850 -5.877
Pt -0.788 0.197 -1.898
N 0.890 -0.943 -1.764
N -1.394 -1.626 -1.065
N 0.337 1.728 -1.228
N -1.823 0.982 -0.317
O 2.092 -0.516 -1.736
O 1.609 1.923 -1.562
O -2.933 0.457 0.161
O -2.475 -1.863 -0.412
C -0.592 -2.671 -1.371
C 0.678 -2.282 -1.833
C -0.226 2.635 -0.423
C -1.423 2.176 0.158
C 1.796 -3.123 -2.316
H 1.989 -2.924 -3.383
H 1.548 -4.185 -2.217
H 2.726 -2.930 -1.766
C -1.077 -4.037 -1.063
H -2.096 -4.182 -1.440
H -1.097 -4.218 0.021
H -0.425 -4.792 -1.516
C 0.476 3.897 -0.098
C -2.182 2.871 1.228
H 1.198 4.179 -0.870
H 1.009 3.812 0.861
H -0.256 4.708 0.006
H -2.782 2.167 1.816
H -2.860 3.618 0.786
H -1.496 3.403 1.903
H 1.955 0.936 -1.678
H -2.832 -0.601 -0.058
C -2.306 0.078 -3.306
H -1.889 -0.627 -4.266
H -2.465 1.074 -3.738
H -3.239 -0.314 -2.900
O 0.336 0.700 -3.619
H -0.142 0.052 -4.371
H 0.121 1.632 -3.840
C 3.087 0.617 1.497
N 2.115 0.449 2.556
C 2.650 0.562 3.909
C 1.065 -0.419 2.264
O 1.059 -1.112 1.235
N 0.026 -0.444 3.165
C -0.281 0.658 4.054
C -1.000 -1.450 3.015
H 3.939 1.172 1.901
H 2.647 1.185 0.668
H 3.425 -0.350 1.098
H 2.427 1.548 4.339
H 2.251 -0.221 4.567
H 3.740 0.464 3.861
H -1.326 0.973 3.923
H -0.153 0.361 5.106
H 0.369 1.511 3.832
H -1.923 -1.028 2.591
H -0.626 -2.241 2.360
H -1.241 -1.868 4.002
```

Properties
E_tot	-41544.5934	eV
frontier orbital gap (alpha / beta)	4.9 / 4.8	eV
net charge	0
multiplicity	3



(4)
Entry from the Open Molecules 2025 dataset: C14H32N6O7Ru as an isolated structure in a non-equilibrium geometry (ωB97M-V/def2-TZVPD).

XYZ file:
```
60
Properties=species:S:1:pos:R:3
O -0.101 0.269 -6.094
H -0.606 0.015 -6.893
Ru -0.189 0.111 -1.103
N -0.038 1.965 -0.411
N 1.341 0.906 -2.151
N -1.468 -1.078 -0.098
N -0.208 -1.599 -2.069
O -1.002 2.697 0.042
O -2.442 -0.654 0.820
O 0.369 -1.691 -3.292
O 1.818 0.407 -3.261
C 1.899 2.049 -1.651
C 1.212 2.518 -0.499
C -1.472 -2.398 -0.332
C -0.824 -2.690 -1.555
C 1.651 3.650 0.378
H 1.911 3.320 1.394
H 0.874 4.422 0.463
H 2.560 4.094 -0.045
C 3.037 2.702 -2.346
H 2.787 2.961 -3.385
H 3.909 2.039 -2.360
H 3.323 3.622 -1.840
C -2.144 -3.368 0.578
C -0.796 -4.026 -2.199
H -2.756 -2.844 1.319
H -1.413 -3.986 1.118
H -2.750 -4.073 -0.007
H -0.025 -4.102 -2.960
H -1.769 -4.219 -2.667
H -0.643 -4.815 -1.449
H -1.943 0.005 1.371
H 0.921 -0.793 -3.349
C -1.037 0.820 -5.169
H -0.483 1.507 -4.519
H -1.478 0.021 -4.559
H -1.839 1.376 -5.678
O -2.580 1.358 -1.593
H -2.967 0.631 -1.046
H -2.288 2.028 -0.905
C 1.788 -1.497 1.662
N 1.210 -0.855 2.840
C 1.859 -1.147 4.105
C 0.196 0.031 2.699
O -0.196 0.396 1.548
N -0.566 0.563 3.688
C -0.458 0.310 5.103
C -1.508 1.566 3.234
H 2.547 -2.194 2.017
H 2.230 -0.750 0.979
H 1.010 -2.081 1.144
H 2.242 -0.219 4.559
H 1.179 -1.675 4.799
H 2.699 -1.814 3.883
H 0.514 0.622 5.503
H -1.238 0.878 5.603
H -0.593 -0.755 5.341
H -0.988 2.415 2.771
H -2.158 1.143 2.462
H -2.121 1.904 4.062
```

Properties
E_tot	-40876.7379	eV
frontier orbital gap (alpha / beta)	6.4 / 5.9	eV
net charge	+1
multiplicity	6